# 1
The following is a DFT calculation (wB97M-V/def2-TZVPD) of a cluster of 6 separate species, C6H24O6 in total at a distorted geometry.

Structure (ORCA input):
```
! wB97M-V def2-TZVPD RIJCOSX def2/J DEFGRID3
* xyz 0 1
C 11.01922 -11.94284 -13.50205
H 11.84065 -17.01669 -10.72146
O 13.01165 -11.88894 -4.63109
O 11.80086 -17.18907 -11.67381
C 12.21433 -15.98534 -12.30858
H 11.53839 -11.80436 -6.10842
H 10.89366 -11.10068 -12.82730
H 11.40462 -11.52998 -14.44620
H 13.02423 -11.08326 -4.10845
O 9.11292 -15.45791 -10.21507
H 12.92798 -16.98055 -8.52982
H 8.23206 -15.39543 -12.07730
O 12.07053 -16.69055 -8.85179
H 10.13273 -11.87032 -9.79414
O 9.82892 -12.65961 -13.70215
H 10.85437 -17.38602 -7.34664
H 11.61257 -15.81988 -13.20270
C 8.55745 -14.71407 -11.28597
H 7.62571 -14.25999 -10.93118
H 9.17589 -13.88000 -11.61517
C 12.60179 -11.61158 -5.96919
H 13.14940 -12.32694 -6.59904
H 13.26035 -16.04785 -12.61792
H 12.08356 -15.13771 -11.63197
C 11.19338 -16.42685 -7.75303
H 9.99250 -13.39297 -14.29828
H 12.96754 -10.65973 -6.36548
H 10.31268 -15.93864 -8.16012
C 11.16866 -12.12440 -9.56927
H 9.77227 -16.06277 -10.56296
H 11.62539 -15.82725 -6.95523
O 11.32809 -13.39428 -8.92942
H 11.83503 -12.11557 -10.43208
H 11.52152 -11.42573 -8.81096
H 10.92865 -14.11626 -9.42903
H 11.85647 -12.53536 -13.10725
*
```

As for the SMILES: CO.CO.CO.CO.CO.CO. The energy above the lowest of the compared OMol25 structures with the same formula, charge and spin comes out at 83.8 kcal per mole. The largest force on an atom comes out at 1.476 eV Å⁻¹.

=====

# 2
The following is a DFT calculation (wB97M-V/def2-TZVPD) of a structure of composition C6H24O9Sr at a distorted geometry.

Structure (ORCA input):
```
! wB97M-V def2-TZVPD RIJCOSX def2/J DEFGRID3
* xyz 3 2
H 3.07691 1.45713 0.29936
H 3.67902 -1.95046 2.33740
H 1.75847 -2.86462 1.86621
C -2.52971 1.89890 0.47235
H -0.60626 -3.42018 1.05586
H -1.04360 -3.07819 -0.35256
O -0.58385 -2.71795 0.40579
H 1.87822 -1.13488 -2.33745
H -0.73400 2.65770 0.36739
O -1.11561 1.85742 0.73553
C 0.14803 1.60447 -2.68799
Sr 0.04995 -0.28978 -0.00365
H -0.63413 0.40900 3.11112
C -3.22796 0.58309 0.89605
O -2.53113 -0.62218 0.51281
H -0.05287 2.51170 -3.25779
C 3.13108 -1.45750 1.53437
C 3.20723 0.14450 1.66509
H 0.99477 1.27522 -3.29023
H -3.15596 -1.32720 0.69757
H 2.86900 0.43126 2.66082
O 0.49571 1.82533 -1.37027
H -2.04385 1.33484 -2.54409
H -0.77802 -1.09720 3.06072
O 1.78283 -1.96082 1.54346
H -2.69990 2.23162 -0.55158
C -1.14308 0.83339 -2.89802
H -1.96216 -0.89788 -2.61992
H 4.25813 0.38954 1.51117
O 1.65616 -1.52878 -1.49379
O 2.47882 0.78750 0.63920
O -1.19083 -0.44757 -2.26795
H 2.29440 -2.23339 -1.38249
H -4.29020 0.49846 0.66680
H 1.18037 2.49824 -1.36885
H -3.35325 0.68251 1.97425
H -2.81323 2.69605 1.15957
O -0.42053 -0.35427 2.57443
H 3.48662 -1.84294 0.57879
H -1.51558 0.61792 -3.89948
*
```

The energy above the lowest of the compared OMol25 structures with the same formula, charge and spin comes out at 9.9 kcal per mole. The largest force on an atom comes out at 3.805 eV Å⁻¹. The expectation value of S² is 0.755.

=====

# 3
The following is a DFT calculation (wB97M-V/def2-TZVPD) of a cluster of 7 separate species, C6H25NO6 in total at a distorted geometry.

Structure (ORCA input):
```
! wB97M-V def2-TZVPD RIJCOSX def2/J DEFGRID3
* xyz 0 1
H 2.80991 -0.43279 -1.81045
O -0.18725 4.06089 0.17847
H 0.24396 1.02067 -1.02789
H -0.75445 4.67224 -0.30669
H -2.73013 1.86404 -2.10839
C 0.85231 -0.46713 1.79609
H 0.48549 -3.06149 -0.29729
H -1.57660 -1.32452 2.80403
C 1.50703 -1.42358 0.73555
H 0.46847 4.66376 0.55206
H 1.48315 -0.44222 2.67736
H 2.85522 3.24254 -0.21069
H 0.02827 -2.98334 1.25922
H -4.33966 -1.39303 -0.44588
O -2.02045 -1.35925 -0.59732
O 2.72295 4.08323 0.24399
C 1.93877 -1.09185 -1.75072
H 2.28735 -2.12572 -1.68627
H 1.96077 1.26082 -0.68960
H -1.65634 -0.47547 -0.79740
H 1.28946 -1.01250 -2.61934
H -0.10631 1.41702 1.25977
H -3.03173 0.46445 -2.12860
H -0.13470 -0.90912 1.86117
C 1.07283 0.68569 -0.40274
H -1.18215 -1.82992 -0.74205
H 2.58233 -1.57145 0.95943
O -4.73127 -1.09701 -1.27561
O -2.37247 -1.64157 2.37873
H 2.91199 3.82723 1.15678
N 1.19427 -0.76995 -0.52279
H -2.46521 -1.42489 1.44242
H -4.10533 -1.44272 -1.92002
C 0.95450 -2.85600 0.68124
H 1.68350 -3.65673 0.76529
C 0.83263 0.87960 1.08078
H 1.46933 1.62173 1.58034
O -2.24048 1.02833 -2.07296
*
```

As for the SMILES: C[C@@H]1CCCN1C.O.O.O.O.O.O. The energy above the lowest of the compared OMol25 structures with the same formula, charge and spin comes out at 43.0 kcal per mole. The largest force on an atom comes out at 2.461 eV Å⁻¹.

=====

# 4
The following is a DFT calculation (wB97M-V/def2-TZVPD) of a cluster of 9 separate species, C6H26O10 in total at a distorted geometry.

Structure (ORCA input):
```
! wB97M-V def2-TZVPD RIJCOSX def2/J DEFGRID3
* xyz 0 1
H 1.03837 0.67448 -1.88790
H 1.30788 -2.46300 0.80083
H -0.62101 0.55833 2.61209
H 3.36039 -1.13984 0.27562
O -1.28700 -0.91989 2.30050
O 1.18191 -0.48771 -3.76055
C -0.19538 -1.43975 -0.44682
H -2.30381 2.07882 0.61434
O 2.24408 1.10866 1.91463
H 1.22691 -0.85991 1.26414
O -0.76146 -2.99873 2.45748
H -1.28758 -2.77840 3.23781
H 0.33993 -1.93990 -1.25635
H -3.58929 0.45540 -0.83025
H 0.27637 3.00765 -1.91357
O 3.50301 -1.31463 1.21579
H 0.40006 0.10364 -3.72996
O -1.42794 0.60239 -3.28109
H 2.73101 1.20199 2.74868
O -0.19550 1.43711 2.80870
O -3.12217 2.49224 0.32334
H 3.65534 -0.43014 1.56808
C -0.43291 0.09696 -0.42099
C 0.28056 0.94867 -1.15915
C 0.54874 -1.67439 0.87900
H -1.14181 2.49741 -0.82411
C -0.07123 2.38075 -1.06392
H 0.52474 2.91468 -0.28762
H 1.34680 1.21151 2.37690
H -3.17544 3.36100 0.73414
O 3.63408 0.36861 -1.55284
H 0.95164 -1.21104 -4.35211
H -1.02869 -2.17184 -0.56031
H -1.92141 1.42035 -3.42150
H -3.27323 -0.99616 -0.79244
H -1.07818 0.39495 0.38995
C -0.49491 -1.78586 1.89402
O -3.69809 -0.34663 -1.36877
H -0.52352 1.62768 3.69623
H 3.33507 0.04740 -2.41613
H 2.97856 0.99108 -1.22971
H -1.85653 0.06436 -2.60765
*
```

As for the SMILES: C/C=C/CCC(=O)O.O.O.O.O.O.O.O.O. The energy above the lowest of the compared OMol25 structures with the same formula, charge and spin comes out at 17.9 kcal per mole. The largest force on an atom comes out at 3.766 eV Å⁻¹.

=====

# 5
The following is a DFT calculation (wB97M-V/def2-TZVPD) of a cluster of 7 separate species, C6H26O7 in total at a distorted geometry.

Structure (ORCA input):
```
! wB97M-V def2-TZVPD RIJCOSX def2/J DEFGRID3
* xyz 0 1
H -4.45333 -0.05961 -2.87919
H -2.49927 0.28419 2.11814
H 3.19151 0.28343 2.46705
C 2.85756 -3.35542 0.66993
H 1.18324 -0.08641 1.35989
H -2.74629 -0.65608 -2.48688
C -3.79433 -0.52074 -2.13639
O 1.43962 -0.79113 1.98617
H 1.82794 -3.51143 0.96111
H -0.81089 -0.41788 2.13159
H -0.84779 2.74165 -0.83151
O -1.97968 -1.06076 0.56958
O -3.82723 0.31007 -0.95137
H 2.92931 0.72816 -1.09492
H -0.19305 -1.91117 -1.09130
H 2.74080 -1.27675 3.31153
O 2.97224 -1.99349 0.12707
H -3.08465 0.93250 -1.06684
H 2.02055 0.20211 3.71884
H 1.33099 -2.00949 -1.15818
H 2.94135 -4.09250 -0.12612
C 2.12807 1.42728 -0.81364
H -1.19344 0.86673 1.04871
H 1.79762 2.13353 -1.65531
O -2.55220 3.37013 -1.83455
O 1.06777 0.72102 -0.25144
C -1.62345 -0.03869 1.54497
H 2.55472 2.09909 -0.05415
H -4.30401 -1.45252 -1.86279
H -0.79557 4.45506 -1.23615
H -1.92742 3.85318 0.00860
H -2.12057 2.84169 -2.50332
C -1.45850 3.62933 -0.93374
H 0.83407 -0.10351 -0.79748
H -2.77312 -0.67969 0.16759
O 0.56305 -1.52905 -1.51201
H 2.62415 -1.43001 0.83761
H 3.59902 -3.52199 1.37609
C 2.38124 -0.38087 2.87280
*
```

As for the SMILES: CO.CO.CO.CO.CO.CO.O. The energy above the lowest of the compared OMol25 structures with the same formula, charge and spin comes out at 86.4 kcal per mole. The largest force on an atom comes out at 3.170 eV Å⁻¹.

=====

# 6
The following is a DFT calculation (wB97M-V/def2-TZVPD) of a cluster of 6 separate species, C6H27N2O5 in total at a distorted geometry.

Structure (ORCA input):
```
! wB97M-V def2-TZVPD RIJCOSX def2/J DEFGRID3
* xyz 1 1
H -2.18835 -1.07796 -2.91281
O 1.47770 -3.50194 -0.35906
H -0.56927 -0.59313 1.50407
H -2.31580 -0.84830 0.43413
H 1.17901 -0.71933 -0.80760
H -1.14561 2.02502 2.00441
O 3.26524 -0.70151 -1.97479
H 2.20785 -4.08486 -0.14641
H 2.62386 1.85255 0.91832
H -1.75894 0.51062 -2.30944
H 1.12587 -3.73563 -1.22025
C -1.36114 -0.45761 -2.58229
H -3.01755 -1.53024 -1.03179
H -0.49009 -2.43657 3.64835
H 3.95278 -0.29967 -1.43702
H -2.08013 -2.56372 -0.04022
N 1.25713 1.88937 -0.73466
H 1.80287 1.58723 -1.52449
H 1.17471 2.86729 1.06551
H -0.43675 -2.07209 -1.56045
H 0.96939 -0.22565 1.40263
O -0.76493 -1.56982 3.33380
C -0.93580 -1.15683 -1.25049
H 2.50079 3.36166 -0.06905
O -1.44489 3.52509 0.77343
H -1.06411 3.74545 -0.07958
C 1.96114 2.54403 0.38704
H 3.67291 -1.02164 -2.78413
H -0.47601 1.44772 0.40176
H -1.48595 1.86162 3.45397
H 0.48820 -1.80431 1.11378
H -1.38231 -1.20503 3.97386
C -2.15768 -1.53643 -0.39403
C 0.18913 -0.38317 -0.50382
H -2.38245 3.70489 0.86388
O -1.46356 1.35489 2.63273
C 0.03857 1.15305 -0.49641
H -0.62877 1.45236 -1.29354
H -0.61192 -0.53707 -3.36354
N 0.27486 -0.82035 0.96416
*
```

The energy above the lowest of the compared OMol25 structures with the same formula, charge and spin comes out at 41.9 kcal per mole. The largest force on an atom comes out at 2.003 eV Å⁻¹.

=====

- Among the records above, which one has the lowest energy above the lowest of the compared OMol25 structures with the same formula, charge and spin?
  C6H24O9Sr